Entry 1:
Molecular formula: C4H8O2
Method: DFT, ωB97M-V/def2-TZVPD

Output
- Energy above the lowest of the compared OMol25 structures with the same formula, charge and spin: 2.148 eV
- Kohn-Sham gap: 11.0 eV
- Largest force on an atom: 0.51 eV/A
- SMILES string: OCC[C@H]1CO1

```
! wB97M-V def2-TZVPD RIJCOSX def2/J DEFGRID3
* xyz 0 1
O 1.61 1.10 0.64
C 1.65 -0.19 0.07
C 0.29 -0.91 0.11
C -0.83 -0.16 -0.61
C -1.85 0.56 0.16
O -0.80 1.28 -0.46
H 0.86 1.55 0.22
H 2.04 -0.18 -0.96
H 2.33 -0.79 0.69
H 0.40 -1.88 -0.39
H 0.02 -1.09 1.15
H -1.08 -0.50 -1.61
H -1.81 0.48 1.25
H -2.83 0.76 -0.27
*
```

Entry 2:
Molecular formula: C2H7N3O
Method: DFT, ωB97M-V/def2-TZVPD

Output
- Energy above the lowest of the compared OMol25 structures with the same formula, charge and spin: 6.184 eV
- Kohn-Sham gap (spin up / spin down): 7.4 / 8.1 eV
- Largest force on an atom: 3.63 eV/A

```
! wB97M-V def2-TZVPD RIJCOSX def2/J DEFGRID3
* xyz 0 1
C 1.18 -0.45 1.02
C 0.90 0.32 -0.36
N -1.45 1.59 0.04
N -1.19 -0.72 -1.08
N -0.37 0.37 -0.94
O -2.54 1.12 -0.04
H 1.80 -1.26 0.83
H 1.70 0.36 1.56
H 0.26 -0.68 1.61
H 1.18 1.39 -0.27
H 1.49 -0.30 -1.04
H -2.08 -0.21 -0.75
H -0.88 -1.53 -0.57
*
```

Entry 3:
Molecular formula: C2H6N3
Method: DFT, ωB97M-V/def2-TZVPD

Output
- Energy above the lowest of the compared OMol25 structures with the same formula, charge and spin: 5.700 eV
- Expectation value of S²: 2.009
- Kohn-Sham gap (spin up / spin down): 7.0 / 8.6 eV
- Largest force on an atom: 9.85 eV/A

```
! wB97M-V def2-TZVPD RIJCOSX def2/J DEFGRID3
* xyz 1 3
C 0.10 -0.81 -0.78
C 0.50 0.98 1.11
N 1.06 0.03 0.28
N 0.83 0.08 -1.25
N -0.80 -1.71 -0.98
H 0.73 0.42 2.00
H 1.17 1.88 1.15
H -0.54 1.10 1.01
H 0.88 0.68 -2.05
H -1.06 -2.50 -0.38
H -0.98 -2.07 -2.03
*
```

Entry 4:
Molecular formula: C2H5Cl2N2O
Method: DFT, ωB97M-V/def2-TZVPD

Output
- Expectation value of S²: 2.011
- Kohn-Sham gap (spin up / spin down): 8.2 / 8.7 eV
- Largest force on an atom: 4.25 eV/A

```
! wB97M-V def2-TZVPD RIJCOSX def2/J DEFGRID3
* xyz 1 3
C 0.45 0.47 0.49
C -2.68 -0.46 -0.89
N 1.15 1.58 0.59
N 0.88 -0.75 0.24
O 2.20 -0.96 -0.01
Cl -3.61 -1.50 0.10
Cl -1.54 0.52 -0.13
H -2.49 -0.94 -1.91
H 0.78 2.46 0.98
H 2.15 1.51 0.85
H 0.15 -1.49 0.46
H 2.56 -0.44 -0.78
*
```

Entry 5:
Molecular formula: C3H4NP
Method: DFT, ωB97M-V/def2-TZVPD

Output
- Energy above the lowest of the compared OMol25 structures with the same formula, charge and spin: 3.675 eV
- Kohn-Sham gap (spin up / spin down): 7.4 / 8.6 eV
- Largest force on an atom: 4.40 eV/A

```
! wB97M-V def2-TZVPD RIJCOSX def2/J DEFGRID3
* xyz 0 1
C 1.23 -0.02 -1.26
C 0.28 -0.03 -0.33
C 0.11 -0.53 1.02
N 2.03 0.04 -2.11
P -1.63 1.30 -1.35
H 0.85 -0.06 1.69
H -0.88 -0.33 1.41
H 0.29 -1.61 1.05
H -2.29 1.23 -0.11
*
```

Entry 6:
Molecular formula: C3H5NP2
Method: DFT, ωB97M-V/def2-TZVPD

Output
- Energy above the lowest of the compared OMol25 structures with the same formula, charge and spin: 0.665 eV
- Kohn-Sham gap: 8.8 eV
- Largest force on an atom: 6.75 eV/A
- SMILES string: CC1=P#[PH]N=C1

```
! wB97M-V def2-TZVPD RIJCOSX def2/J DEFGRID3
* xyz 0 1
C 0.38 -0.79 -0.65
C -0.05 0.31 0.06
C -1.79 0.59 -0.10
N 1.57 -1.21 -0.55
P 0.99 1.15 1.11
P 2.59 -0.04 0.28
H -0.41 -1.29 -1.26
H -1.85 1.52 0.44
H -2.11 -0.37 0.26
H -1.92 0.67 -1.09
H 2.59 -0.55 1.50
*
```

Entry 7:
Molecular formula: C2H10O5
Method: DFT, ωB97M-V/def2-TZVPD

Output
- Energy above the lowest of the compared OMol25 structures with the same formula, charge and spin: 0.633 eV
- Kohn-Sham gap: 11.5 eV
- Largest force on an atom: 2.76 eV/A
- SMILES string: CC(=O)O.O.O.O

```
! wB97M-V def2-TZVPD RIJCOSX def2/J DEFGRID3
* xyz 0 1
O -0.49 -0.16 0.68
C -0.34 0.66 -0.19
O 0.69 0.55 -1.09
C -1.04 1.95 -0.53
H 1.26 -0.26 -0.97
H -0.28 2.60 -0.95
H -1.20 2.47 0.42
H -1.91 1.92 -1.18
H -0.20 -1.93 0.18
H -0.62 -2.34 -1.23
O -0.10 -2.66 -0.47
H -1.01 1.21 2.91
H -0.87 0.13 3.98
O -1.32 0.96 3.81
H 1.95 -2.28 -1.49
H 3.20 -1.41 -2.08
O 2.28 -1.43 -1.80
*
```

Entry 8:
Molecular formula: C6H13N4
Method: DFT, ωB97M-V/def2-TZVPD

Output
- Energy above the lowest of the compared OMol25 structures with the same formula, charge and spin: 3.769 eV
- Kohn-Sham gap (spin up / spin down): 7.4 / 7.4 eV
- Largest force on an atom: 5.04 eV/A

```
! wB97M-V def2-TZVPD RIJCOSX def2/J DEFGRID3
* xyz 1 1
C -1.46 1.57 -0.12
C -2.09 0.41 0.10
C 0.57 0.40 -0.19
C -1.35 -1.89 -0.34
C 2.65 1.09 0.81
C 2.26 -1.20 -0.36
N -1.24 -0.58 0.36
N -0.06 1.54 -0.18
N -3.46 0.23 -0.01
N 1.76 0.17 0.06
H -1.87 2.55 -0.21
H -1.75 -1.68 -1.28
H -0.29 -2.27 -0.27
H -1.91 -2.68 0.22
H 2.05 1.73 1.50
H 3.34 0.51 1.47
H 3.16 1.84 0.15
H 3.35 -1.09 -0.82
H 2.35 -2.00 0.37
H 1.56 -1.65 -1.11
H 0.33 2.36 -0.54
H -3.95 1.16 -0.05
H -3.96 -0.54 0.44
*
```

Entry 9:
Molecular formula: C5H8O3
Method: DFT, ωB97M-V/def2-TZVPD

Output
- Energy above the lowest of the compared OMol25 structures with the same formula, charge and spin: 3.483 eV
- Kohn-Sham gap: 10.0 eV
- Largest force on an atom: 4.59 eV/A
- SMILES string: CC(=O)/C(O)=C(/C)O

```
! wB97M-V def2-TZVPD RIJCOSX def2/J DEFGRID3
* xyz 0 1
C 2.01 0.59 0.64
C 1.17 -0.57 0.13
O 0.31 0.53 -1.31
O 1.65 -1.71 0.04
H 0.50 -0.17 -1.94
H 2.77 0.80 -0.11
H 1.42 1.49 0.81
H 2.51 0.29 1.56
C -2.31 0.63 -0.70
O -0.76 -1.57 1.41
C -0.35 -0.56 0.61
C -1.01 0.09 -0.31
H 0.03 -2.14 1.53
H -2.32 1.72 -0.60
H -3.08 0.21 -0.04
H -2.56 0.37 -1.73
*
```

Entry 10:
Molecular formula: C37H35ClN2RuS2Si2
Method: DFT, ωB97M-V/def2-TZVPD

Output
- Energy above the lowest of the compared OMol25 structures with the same formula, charge and spin: 0.000 eV
- Expectation value of S²: 8.789
- Kohn-Sham gap (spin up / spin down): 5.9 / 5.4 eV
- Largest force on an atom: 3.22 eV/A

```
! wB97M-V def2-TZVPD RIJCOSX def2/J DEFGRID3
* xyz 1 6
C 2.98 -3.12 1.94
C 1.87 -3.19 1.05
C 1.93 -2.06 0.17
H 1.18 -4.02 0.96
C 3.04 -1.23 0.61
C 3.69 -1.92 1.69
H 4.61 -1.61 2.17
H 3.27 -3.89 2.65
H 1.41 -1.94 -0.77
H 3.43 -0.38 0.04
Ru 1.30 -0.85 1.78
Si -0.37 0.76 0.23
C -1.43 -0.87 0.27
C -2.66 -0.75 0.95
H -2.84 0.10 1.62
C -3.72 -1.62 0.68
H -4.69 -1.45 1.15
C -3.55 -2.67 -0.22
H -4.37 -3.35 -0.44
C -2.32 -2.84 -0.86
H -2.18 -3.65 -1.59
C -1.29 -1.93 -0.65
H -0.39 -2.02 -1.27
C 0.96 0.77 -1.24
C 0.73 0.14 -2.47
H -0.14 -0.52 -2.61
C 1.57 0.39 -3.56
H 1.34 -0.07 -4.53
C 2.68 1.23 -3.42
H 3.33 1.43 -4.27
C 2.95 1.82 -2.18
H 3.80 2.49 -2.04
C 2.07 1.62 -1.12
H 2.24 2.17 -0.18
H 1.44 0.52 1.00
Si -1.70 2.10 -0.96
C -1.02 3.17 -2.32
C -1.58 3.13 -3.61
H -2.53 2.61 -3.77
C -0.93 3.72 -4.70
H -1.37 3.64 -5.70
C 0.27 4.41 -4.52
H 0.78 4.87 -5.37
C 0.81 4.51 -3.23
H 1.75 5.05 -3.08
C 0.15 3.94 -2.14
H 0.56 4.06 -1.13
C -3.25 1.31 -1.64
C -3.19 0.26 -2.56
H -2.23 -0.12 -2.91
C -4.37 -0.33 -3.04
H -4.31 -1.17 -3.73
C -5.61 0.16 -2.63
H -6.53 -0.28 -3.03
C -5.68 1.22 -1.72
H -6.65 1.61 -1.41
C -4.50 1.78 -1.20
H -4.53 2.57 -0.46
H -1.78 2.65 0.49
Cl -0.34 1.60 2.31
C -0.98 -3.60 2.61
C -0.15 -3.04 3.70
N 0.59 -1.94 3.60
C 1.29 -1.66 4.77
C 1.04 -2.55 5.79
S -0.08 -3.76 5.32
C 2.29 -0.64 4.68
C 3.26 -0.32 5.61
S 4.42 0.77 4.95
C 3.58 0.73 3.42
N 2.48 -0.02 3.45
C 4.13 1.48 2.27
H -0.51 -4.51 2.20
H -1.97 -3.87 3.01
H -1.11 -2.86 1.82
H 1.54 -2.50 6.76
H 3.30 -0.73 6.61
H 4.17 2.54 2.53
H 5.14 1.12 2.06
H 3.52 1.37 1.37
*
```

Entry 11:
Molecular formula: C23H34NOPb
Method: DFT, ωB97M-V/def2-TZVPD

Output
- Kohn-Sham gap (spin up / spin down): 6.2 / 5.7 eV
- Largest force on an atom: 5.60 eV/A

```
! wB97M-V def2-TZVPD RIJCOSX def2/J DEFGRID3
* xyz 1 1
C -2.31 1.72 -0.21
C -1.07 2.32 -0.56
C -0.24 2.33 0.60
C -0.98 1.73 1.66
C -2.24 1.35 1.15
Pb -0.02 -0.60 -0.63
C 2.20 -2.85 2.42
C 0.99 -3.09 1.68
H 1.11 -3.62 0.70
C -0.19 -2.25 1.68
H -0.29 -1.55 2.48
H -1.09 -2.67 1.24
C 3.47 -3.29 1.59
H 3.24 -3.51 0.51
H 4.15 -2.39 1.50
H 4.05 -4.13 2.06
C 2.34 -1.33 2.75
H 1.70 -0.70 2.04
H 2.07 -1.07 3.81
H 3.35 -0.94 2.46
C -0.74 2.90 -1.88
H -0.98 2.23 -2.72
H -1.31 3.83 -2.05
H 0.33 3.16 -1.96
C 1.11 2.94 0.68
H 1.71 2.74 -0.21
H 1.04 4.04 0.79
H 1.67 2.56 1.55
C -0.55 1.61 3.07
H 0.49 1.93 3.21
H -1.18 2.25 3.72
H -0.65 0.58 3.45
C -3.35 0.74 1.93
H -2.97 0.16 2.79
H -4.02 1.51 2.33
H -3.96 0.06 1.32
C -3.48 1.58 -1.11
H -4.22 0.88 -0.71
H -3.98 2.55 -1.23
H -3.19 1.23 -2.12
C 1.68 -0.02 -2.03
C 3.03 -0.44 -1.35
C 2.05 0.94 -2.92
C 3.77 0.52 -0.77
H 3.40 -1.33 -0.81
C 3.12 1.76 -2.57
H 1.53 0.95 -3.90
C 3.92 1.75 -1.44
H 4.23 0.22 0.14
H 3.39 2.47 -3.38
H 4.67 2.43 -1.07
C -3.02 -2.94 -3.25
C -2.65 -2.22 -2.00
N -3.18 -2.70 -0.85
O -1.88 -1.23 -2.01
H -3.88 -3.59 -3.08
H -2.18 -3.55 -3.59
H -3.26 -2.21 -4.03
H -2.99 -2.23 0.04
H -3.78 -3.50 -0.87
*
```

Entry 12:
Molecular formula: C33H97N7O12
Method: DFT, ωB97M-V/def2-TZVPD

Output
- Energy above the lowest of the compared OMol25 structures with the same formula, charge and spin: 4.365 eV
- Kohn-Sham gap: 9.3 eV
- Largest force on an atom: 3.63 eV/A
- SMILES string: COC[C@H](C)N.COC[C@H](C)N.COC[C@H](C)N.COC[C@H](C)N.COC[C@H](C)N.COC[C@H](C)N.COC[C@H](C)N.CO.CO.CO.CO.CO

```
! wB97M-V def2-TZVPD RIJCOSX def2/J DEFGRID3
* xyz 0 1
C -16.71 -20.06 6.07
O -16.15 -18.97 5.43
H -15.91 -20.73 6.36
H -17.41 -19.78 6.86
H -17.33 -20.61 5.36
H -16.77 -18.26 5.22
C -14.67 -28.18 12.71
O -15.35 -29.44 12.57
H -14.36 -27.77 11.75
H -15.34 -27.42 13.13
H -13.84 -28.40 13.38
H -14.73 -30.15 12.42
C -19.73 -24.97 15.20
O -20.21 -25.18 16.46
H -18.70 -24.62 15.24
H -19.68 -25.95 14.71
H -20.29 -24.31 14.54
H -21.16 -25.08 16.40
C -11.82 -23.48 14.46
O -12.78 -24.08 13.52
H -11.08 -24.19 14.82
H -11.19 -22.67 14.08
H -12.33 -23.03 15.32
H -12.23 -24.43 12.82
C -16.29 -23.70 10.15
O -16.96 -24.31 8.99
H -15.22 -23.89 10.17
H -16.26 -22.61 10.17
H -16.70 -24.22 11.01
H -17.34 -25.16 9.24
C -9.44 -17.75 12.28
C -9.14 -17.42 10.80
C -10.50 -17.35 10.03
O -11.02 -18.67 9.88
C -12.14 -18.86 9.09
N -8.59 -16.09 10.80
H -8.51 -17.73 12.84
H -9.96 -18.70 12.43
H -10.09 -16.99 12.73
H -8.49 -18.13 10.28
H -10.40 -16.92 9.04
H -11.27 -16.70 10.43
H -12.12 -18.41 8.10
H -13.07 -18.57 9.57
H -12.40 -19.91 8.93
H -7.97 -15.98 10.01
H -7.91 -16.00 11.55
C -23.61 -25.13 4.54
C -24.13 -23.74 4.16
C -23.18 -22.55 4.49
O -23.00 -22.38 5.93
C -21.73 -22.43 6.41
N -24.36 -23.84 2.68
H -24.41 -25.87 4.53
H -23.20 -25.26 5.54
H -22.95 -25.48 3.76
H -25.09 -23.47 4.60
H -23.47 -21.57 4.10
H -22.27 -22.80 3.93
H -21.82 -22.44 7.50
H -21.23 -21.53 6.07
H -21.21 -23.32 6.06
H -24.91 -24.65 2.42
H -23.52 -24.08 2.17
C -24.67 -19.52 12.76
C -24.16 -20.86 12.17
C -22.69 -21.13 12.46
O -21.77 -20.15 11.92
C -20.42 -20.58 11.98
N -25.08 -21.84 12.60
H -24.07 -18.67 12.41
H -24.78 -19.43 13.84
H -25.71 -19.41 12.44
H -24.26 -20.89 11.08
H -22.46 -22.09 12.01
H -22.51 -21.16 13.54
H -19.77 -19.78 11.62
H -20.38 -21.38 11.24
H -20.03 -20.91 12.94
H -26.02 -21.51 12.44
H -24.97 -22.65 12.01
C -8.74 -27.42 12.07
C -9.59 -27.67 10.79
C -9.54 -26.43 9.85
O -10.32 -25.44 10.53
C -10.62 -24.27 9.74
N -8.93 -28.82 10.25
H -9.13 -26.55 12.60
H -7.75 -27.07 11.78
H -8.64 -28.24 12.78
H -10.61 -27.99 11.02
H -9.93 -26.57 8.84
H -8.53 -26.03 9.74
H -11.16 -23.57 10.37
H -11.23 -24.47 8.86
H -9.72 -23.80 9.35
H -9.54 -29.20 9.53
H -8.85 -29.57 10.92
C -14.04 -28.85 6.91
C -14.04 -30.35 7.01
C -14.82 -30.98 5.82
O -16.21 -30.78 6.13
C -17.12 -31.26 5.13
N -12.66 -30.78 7.03
H -15.02 -28.37 6.95
H -13.53 -28.48 6.01
H -13.44 -28.39 7.69
H -14.51 -30.62 7.96
H -14.62 -32.04 5.66
H -14.49 -30.43 4.93
H -16.93 -32.31 4.91
H -16.97 -30.65 4.24
H -18.16 -31.15 5.42
H -12.63 -31.76 6.79
H -12.16 -30.39 6.25
C -20.92 -28.06 9.57
C -19.94 -28.94 10.37
C -20.12 -30.48 10.22
O -21.35 -30.83 10.85
C -21.84 -32.17 10.65
N -18.65 -28.44 9.97
H -20.64 -27.01 9.66
H -21.96 -28.21 9.86
H -20.83 -28.34 8.52
H -20.08 -28.78 11.44
H -19.35 -31.14 10.61
H -20.18 -30.74 9.16
H -22.82 -32.32 11.09
H -21.15 -32.97 10.95
H -22.05 -32.32 9.59
H -18.38 -29.01 9.18
H -18.02 -28.86 10.64
C -15.54 -19.35 14.68
C -14.85 -18.02 14.36
C -15.44 -17.31 13.14
O -14.74 -16.12 12.82
C -15.27 -15.51 11.64
N -15.03 -17.16 15.50
H -16.56 -19.19 15.01
H -14.96 -19.85 15.46
H -15.63 -19.97 13.79
H -13.79 -18.15 14.16
H -16.47 -17.05 13.41
H -15.39 -17.94 12.25
H -15.14 -16.12 10.75
H -14.69 -14.61 11.46
H -16.32 -15.27 11.78
H -16.03 -16.98 15.48
H -14.58 -16.27 15.42
*
```

Entry 13:
Molecular formula: C4H14N2O
Method: DFT, ωB97M-V/def2-TZVPD

Output
- Energy above the lowest of the compared OMol25 structures with the same formula, charge and spin: 1.787 eV
- Kohn-Sham gap: 9.2 eV
- Largest force on an atom: 1.72 eV/A
- SMILES string: CNCCNC.O

```
! wB97M-V def2-TZVPD RIJCOSX def2/J DEFGRID3
* xyz 0 1
C 0.43 2.13 -2.19
N -0.14 1.66 -0.94
C 0.73 0.68 -0.30
C 0.13 -0.11 0.83
N -1.05 -0.90 0.41
C -2.32 -0.19 0.52
H 1.47 2.44 -2.07
H -0.04 3.06 -2.54
H 0.31 1.36 -2.97
H -1.00 1.20 -1.18
H 1.04 -0.11 -1.02
H 1.59 1.26 0.03
H 0.86 -0.76 1.29
H -0.24 0.62 1.58
H -1.07 -1.79 0.87
H -2.97 -0.30 -0.35
H -2.85 -0.47 1.44
H -2.14 0.87 0.65
H 2.00 -4.20 2.14
H 3.10 -3.16 1.95
O 2.15 -3.31 1.87
*
```